Record 1
Formula: C31H31BrClN5O4S
Source: the Open Molecules 2025 dataset
Level of theory: the ωB97M-V functional and the def2-TZVPD basis

```
74
Properties=species:S:1:pos:R:3:forces:R:3
C -2.88763 6.81788 3.75012 -2.3824 -4.7562 -3.8473
C -3.39627 5.84025 3.01915 0.9105 4.7444 1.9698
C -4.26593 4.99714 1.95579 -0.8903 -1.0744 -0.9458
C -5.74411 5.46490 1.55676 0.8153 -2.7502 -1.5539
C -6.62687 4.66229 0.51152 3.9250 -1.0812 1.0697
C -6.02127 3.37490 -0.19605 2.1308 1.8510 2.8413
C -4.55943 2.90397 0.19206 -0.8272 2.5311 1.1819
C -3.69409 3.69551 1.27842 -2.2764 0.2764 -1.3948
C -2.23707 3.05326 1.59721 1.5703 0.2632 2.5192
O -1.64278 3.26607 2.70439 -2.5574 -0.6189 -4.6254
C -1.50710 2.08399 0.50880 1.1980 -1.5607 -2.0922
C 0.05738 1.88931 0.56875 -2.4422 -1.3449 -2.2123
C 0.85725 0.98882 -0.49446 -3.6367 0.7180 -0.0941
C 2.45366 0.90194 -0.34186 -0.3167 0.2454 0.8171
C 3.03646 -0.58229 -0.09636 0.5561 0.5091 0.4357
C 2.65695 -1.24204 1.33204 0.3789 -0.6700 -0.6898
C 1.13530 -1.76569 1.46005 1.4226 0.9963 1.6886
S 0.67082 -3.14637 0.30369 -7.6838 -2.3553 1.0831
O 0.09828 -4.28011 1.17136 2.9127 2.9067 -1.9514
O -0.49650 -2.70678 -0.59338 4.5650 -0.4601 1.7052
Cl 2.25666 -3.97327 -0.75422 -0.4612 0.7046 0.4235
C -0.01695 0.30636 -1.60968 -1.7948 2.2384 2.8882
Br 0.82133 -0.78822 -3.03255 -0.6617 1.1595 1.3671
C -1.61562 0.45068 -1.66552 0.8024 1.2006 1.3087
C -2.43254 -0.33321 -2.82854 0.4064 -0.2345 0.7592
C -2.38072 1.33439 -0.61446 3.3647 0.3412 0.5783
C -3.95854 1.58203 -0.55126 -2.7407 -1.7568 -0.7918
O -4.85229 0.77853 -1.02372 4.3078 3.3595 1.7170
H -2.36881 7.67179 4.33817 -1.2255 -2.2598 -1.3432
H -6.24000 6.40610 2.02679 1.3132 -1.8931 -0.7974
H -7.70397 5.05327 0.30648 2.2657 -0.9228 0.2895
H -6.61660 2.75571 -0.95658 1.0812 1.1238 1.3678
H 0.61941 2.42734 1.41991 -0.9666 -1.0451 -1.6122
H 2.99388 1.41306 -1.22808 -1.0572 -1.0645 1.2422
H 2.73003 1.53157 0.60188 -0.5927 -1.0425 -1.6649
H 4.19725 -0.47912 -0.10708 -2.3320 -0.1918 0.0654
H 2.77242 -1.22559 -1.00901 0.2783 0.7680 1.7453
H 2.96893 -0.55924 2.22628 -0.9745 -1.0636 -1.6884
H 3.33633 -2.18764 1.44220 -1.1967 1.6087 -0.1813
H 0.32829 -0.95134 1.36680 1.2155 -1.4013 -0.3873
H 1.02864 -2.19216 2.54029 0.0151 0.2617 -2.3644
H -1.88623 -0.36035 -3.83836 -0.5268 0.2336 1.7241
H -3.47847 0.10881 -3.01703 1.7039 -0.7162 0.7003
H -2.50358 -1.43809 -2.45513 -0.0709 1.9646 -0.7217
C 4.60467 -1.19236 -4.92412 0.1085 -0.0277 -0.1910
C 4.53678 -0.82680 -3.50557 0.0506 -0.0032 0.1527
N 4.47997 -0.53863 -2.38955 0.5431 -0.0564 -1.3612
H 4.41667 -2.25906 -5.07457 -0.0082 0.0969 0.2456
H 3.86353 -0.64495 -5.51725 0.2654 -0.0621 0.4470
H 5.58764 -0.97361 -5.35032 -0.0295 0.0352 0.2838
C 0.26629 -1.83273 -7.19790 -0.2550 -0.1769 -0.0665
C 1.39679 -0.96151 -6.85920 0.1567 0.1763 0.0475
N 2.28549 -0.27690 -6.59249 -0.9594 -0.3721 -0.4652
H -0.18471 -1.55355 -8.15383 0.2167 0.1316 0.1112
H 0.57403 -2.87877 -7.27753 0.1642 0.2014 0.0646
H -0.52093 -1.78288 -6.44079 0.2391 0.1457 0.0356
C -3.03449 -4.60577 2.40061 0.1971 0.0007 -0.1770
C -4.04895 -4.50260 3.45601 -0.2112 0.0109 0.1726
N -4.84621 -4.42178 4.28556 0.5161 -0.0501 -0.4867
H -3.35101 -5.28157 1.60182 -0.1177 0.0687 0.2071
H -2.83038 -3.63490 1.94128 -0.1172 -0.0663 0.1656
H -2.08592 -4.98563 2.78899 -0.1835 0.0683 0.0687
C 7.59593 -0.07232 0.97335 0.2693 -0.0946 -0.1511
C 6.34392 0.37732 1.59165 -0.2053 0.0953 0.1182
N 5.35993 0.73101 2.07739 0.6150 -0.2223 -0.2826
H 7.49622 -0.17156 -0.11096 -0.2260 0.0776 0.1543
H 8.41248 0.62993 1.16121 -0.2528 0.0319 0.0925
H 7.90935 -1.04538 1.36073 -0.2216 0.1292 0.0789
C -0.02089 -2.09216 6.07168 -0.0371 -0.1859 0.2607
C 0.11208 -1.22759 4.89393 -0.0150 0.2078 -0.1444
N 0.21653 -0.54808 3.96782 -0.0769 -0.3695 0.7373
H 0.94745 -2.28416 6.54145 -0.0313 0.1585 -0.2216
H -0.66607 -1.64177 6.83062 0.0510 0.1116 -0.2480
H -0.45365 -3.06204 5.81218 0.0300 0.1973 -0.1766
```
Positions in Å, forces in eV/Å.

Computed properties:
Structure (SMILES)   C#Cc1cccc2c1C(=O)c1cc(CCCCS(=O)(=O)Cl)c(Br)c(C)c1C2=O.CC#N.CC#N.CC#N.CC#N.CC#N
Largest force on an atom   8.11 eV Å⁻¹
HOMO-LUMO gap   7.40 eV
Energy relative to the best compared isomer or geometry (same formula, charge and spin)   850.2 kJ/mol
Highest occupied orbital energy   -0.31601 Eh
Molar mass   685.04 g mol⁻¹
Total energy   -5206.3818 a.u.

Results of the Mulliken charge analysis, in e, for atoms 1 through 4: -0.26 -0.48 0.42 -0.41

Record 2
Formula: C21H12FNO5
Source: the Open Molecules 2025 dataset
Level of theory: the ωB97M-V functional and the def2-TZVPD basis

```
40
Properties=species:S:1:pos:R:3:forces:R:3
O -0.54513 -3.09421 1.42560 0.7210 0.8752 -2.8568
C -0.62570 -2.88574 0.20409 -0.8650 -0.6834 3.7531
O 0.43912 -2.53360 -0.59303 -0.2417 0.2202 0.4093
C 1.44891 -1.80947 0.00900 1.9418 -0.0330 0.3644
C 2.65201 -2.37907 0.34061 -2.8998 1.3187 -0.4386
C 3.70015 -1.62046 0.98212 1.8717 -3.2739 -1.1662
O 4.74700 -2.25177 1.13642 -0.9145 2.2784 0.7655
O 3.53177 -0.32416 1.29746 -1.1852 1.9282 -0.5217
C 2.40963 0.35641 0.78595 -1.1745 -1.8081 -0.2724
C 1.36816 -0.35123 0.15572 0.2893 1.2088 0.8753
C 0.17518 0.40939 -0.33031 -1.1265 0.5725 -1.0050
O -0.74370 -0.07968 -0.97504 0.1738 -0.6258 0.1743
N 0.10058 1.77884 -0.11673 1.9452 -1.5247 1.1227
C 1.11695 2.41643 0.55338 -0.3061 -0.6144 -0.7994
C 0.86898 3.76404 0.60766 1.6995 1.0980 1.3818
C 1.84576 4.57604 1.20603 -0.2698 -0.4679 -0.6654
C 3.03944 3.98174 1.68085 -0.3712 -0.1150 0.2834
C 3.23343 2.59765 1.59297 0.3103 1.4297 0.2458
C 2.27920 1.79035 0.98243 0.7160 -0.7420 0.4754
C -0.43357 4.05422 -0.04094 -0.5913 0.8435 -0.2423
C -0.90599 2.71380 -0.60736 0.2494 -0.7336 0.1714
C -1.94059 -3.03140 -0.44077 -2.0970 -0.1332 -2.2790
C -2.06132 -2.80543 -1.84974 0.3550 -0.2964 0.7694
C -3.28792 -2.92197 -2.49585 -0.5975 0.2236 0.3621
C -4.45542 -3.25026 -1.79452 1.0043 0.2961 0.5364
F -5.63211 -3.22469 -2.46200 0.4977 -0.2426 0.4347
C -4.41019 -3.50630 -0.41368 0.5963 0.4106 -0.3551
C -3.17399 -3.36354 0.25352 1.0870 0.2741 -1.3795
H 2.86304 -3.40190 0.13993 0.0741 -0.5513 0.0807
H 1.70927 5.65797 1.22050 0.0843 -0.2592 0.1849
H 3.79425 4.60818 2.18303 -0.4330 -0.4120 -0.4099
H 4.14763 2.20408 2.00474 0.0688 -0.3381 -0.0808
H -1.17453 4.47155 0.64984 0.1882 -0.0323 -0.0401
H -0.28170 4.78521 -0.83489 -0.1902 0.0589 -0.0440
H -1.86882 2.38583 -0.23869 -0.3142 0.1050 -0.1367
H -0.87491 2.66455 -1.68509 -0.3080 0.1101 -0.3748
H -1.16926 -2.53054 -2.44548 -0.7044 -0.1295 0.5788
H -3.40175 -2.63397 -3.52939 0.1272 -0.1728 -0.1893
H -5.33411 -3.74058 0.12529 0.4734 0.1031 -0.1527
H -3.14975 -3.47629 1.31638 0.1155 -0.1654 0.4401
```
Positions in Å, forces in eV/Å.

Computed properties:
Structure (SMILES)   O=C(Oc1cc(=O)oc2c1c(=O)n1c3c(cccc23)CC1)c1ccc(F)cc1
Largest force on an atom   3.95 eV Å⁻¹
HOMO-LUMO gap   7.88 eV
Energy relative to the best compared isomer or geometry (same formula, charge and spin)   40.3 kJ/mol
Highest occupied orbital energy   -0.31735 Eh
Molar mass   377.33 g mol⁻¹
Total energy   -1338.2964 a.u.

Results of the Mulliken charge analysis, in e, for atoms 1 through 4: -0.62 0.45 -0.37 0.13

Record 3
Formula: C6H9NO3
Source: the Open Molecules 2025 dataset
Level of theory: the ωB97M-V functional and the def2-TZVPD basis

```
19
Properties=species:S:1:pos:R:3:forces:R:3
O -2.84816 -0.88485 1.66783 -0.1670 -0.0025 -0.0550
C -2.40200 -0.28729 0.49060 0.0011 -0.0951 -0.2819
C -0.96773 0.17121 0.60456 0.1556 -0.1096 0.8451
O -0.38883 0.04595 1.67020 -0.0753 0.0500 -0.6637
C -0.36917 0.78749 -0.60111 0.2750 -0.2024 0.0374
C 0.89360 1.60091 -0.47912 0.1133 0.4204 -0.2249
C 0.95302 0.29618 -1.19463 1.2651 0.6136 -1.5363
C 1.79581 -0.84436 -0.73005 -3.2781 -2.8309 3.6901
N 2.44448 -0.91111 0.42516 0.4243 0.3083 -1.1495
H -2.09741 -0.89168 2.28018 0.0799 0.0788 -0.0161
H -2.46484 -0.98514 -0.36364 -0.0104 0.1219 0.1699
H -3.01707 0.59253 0.22785 0.1006 -0.1736 0.0871
H -1.09721 1.10162 -1.35028 0.2342 -0.1814 0.1273
H 0.96393 2.51293 -1.06991 -0.0351 -0.1891 0.2261
H 1.33212 1.64746 0.51906 -0.2253 -0.0722 -0.2728
H 0.94158 0.31950 -2.28558 -0.0861 0.2302 0.2355
O 1.37550 -2.04247 -0.93823 0.2113 0.0713 -1.5947
H 2.81733 -0.02926 0.76498 0.3193 -0.5733 0.7797
H 2.13504 -2.19960 0.36213 0.6974 2.5354 -0.4034
```
Positions in Å, forces in eV/Å.

Computed properties:
Largest force on an atom   5.69 eV Å⁻¹
HOMO-LUMO gap   10.28 eV
Energy relative to the best compared isomer or geometry (same formula, charge and spin)   315.4 kJ/mol
Highest occupied orbital energy   -0.35889 Eh
Molar mass   143.14 g mol⁻¹
Total energy   -514.3928 a.u.

Results of the Mulliken charge analysis, in e, for atoms 1 through 4: -0.53 -0.54 0.63 -0.67

Record 4
Formula: C29H28N13O5Rh
Source: the Open Molecules 2025 dataset
Level of theory: the ωB97M-V functional and the def2-TZVPD basis

```
76
Properties=species:S:1:pos:R:3:forces:R:3
Rh 0.24943 0.06296 -0.38497 -1.6656 -1.8673 -0.1474
C -2.09159 -3.31320 -1.99998 0.1471 0.1076 -0.1548
C -1.78003 -2.29463 -0.94566 -0.8748 -0.2051 1.0684
O -0.90202 -1.45428 -1.21033 1.1102 0.4842 -0.4360
C -2.50456 -2.30765 0.30971 0.5094 0.8180 -0.0921
C -3.26132 -3.41692 0.68381 -0.6453 -0.4326 0.5962
C -3.95382 -3.44248 1.87956 0.1192 -0.2241 -0.3906
C -3.91479 -2.33824 2.74101 0.0391 0.0101 -0.2529
C -3.19177 -1.22317 2.40402 0.3882 0.2754 -0.3812
C -2.47392 -1.15039 1.17129 -0.0238 -1.5617 0.2424
O -1.85150 -0.07255 0.87217 1.4804 1.9312 -0.8512
H -1.51865 -3.09271 -2.89646 -0.0055 -0.0238 -0.0170
H -3.15670 -3.32509 -2.22913 0.0048 0.0065 0.0383
H -1.81851 -4.30937 -1.64682 0.0011 0.0139 0.0136
H -3.31055 -4.28753 0.04395 0.0358 0.0137 -0.0162
H -4.52458 -4.32099 2.14536 0.0077 0.0079 0.0250
H -4.46131 -2.36754 3.67420 0.0120 0.0251 0.0174
H -3.15285 -0.35031 3.04200 -0.0206 -0.0242 0.0423
N -1.54755 2.33889 -0.35223 0.0274 0.2053 0.0054
N -1.95315 2.34222 -1.68697 0.0337 0.0222 0.0256
C -1.24277 1.71978 -2.63590 -0.2668 0.0704 -0.0415
N -1.61208 1.87193 -3.89767 0.1753 -0.1038 0.0407
N -0.21198 0.96110 -2.20637 0.1825 -0.0680 0.1547
N 0.60069 0.27323 -3.07372 -0.5412 0.3601 -0.2206
O 1.39236 -0.45967 -2.47603 0.0791 0.1859 1.0097
O 0.53693 0.37821 -4.26960 0.0413 -0.0288 0.1301
H -2.20073 1.81730 0.22487 0.0472 -0.1170 -0.0092
H -1.45181 3.29140 -0.02100 -0.0402 0.0309 -0.0401
H -2.79675 2.82953 -1.95622 -0.0061 -0.0025 -0.0169
H -2.36014 2.50072 -4.14220 0.0100 0.0088 -0.0125
H -1.07562 1.42862 -4.62770 -0.0364 -0.0065 -0.0425
C 1.42918 -4.02947 3.13612 -0.0008 -0.0804 0.0193
N 1.13722 -2.69833 2.59194 -0.0219 0.0835 -0.0616
C 0.95724 -2.34095 1.32921 0.1213 -0.1094 -0.0239
N 0.81011 -1.01970 1.27636 -0.1165 0.0974 -0.4828
C 0.89643 -0.61957 2.57748 -0.0637 0.1114 0.0600
N 1.10231 -1.61477 3.39579 0.0369 0.0258 -0.0735
C 2.59533 -4.68975 2.43723 0.0122 0.0201 -0.0045
C 2.66932 -6.07632 2.38234 -0.0047 -0.0094 -0.0097
C 3.76264 -6.69486 1.78944 0.0014 0.0212 0.0003
C 4.77690 -5.93929 1.22391 -0.0088 -0.0041 -0.0101
C 4.69841 -4.55107 1.26847 -0.0049 0.0026 0.0027
C 3.61905 -3.93256 1.88911 0.0046 0.0043 0.0268
C 5.71999 -3.72822 0.62704 0.0743 -0.0381 -0.0568
N 6.74456 -4.08578 -0.06298 -0.0363 -0.0343 0.0461
N 7.34282 -2.91940 -0.51426 0.0083 0.0794 -0.0042
C 6.63333 -1.94641 -0.06365 0.0614 -0.0835 -0.0374
O 5.58071 -2.37924 0.67858 -0.0780 0.0582 0.0297
C 6.75714 -0.51010 -0.29379 -0.0288 0.0084 0.0306
C 7.65999 -0.00986 -1.22852 -0.0052 0.0029 -0.0094
C 7.69956 1.35201 -1.47406 0.0061 -0.0066 -0.0026
C 6.83134 2.21493 -0.81468 -0.0158 0.0204 -0.0042
C 5.93901 1.71967 0.12641 0.0052 -0.0206 0.0021
C 4.96724 2.62576 0.83879 0.0856 -0.0037 -0.0245
N 3.57821 2.38525 0.39893 -0.1082 0.0136 0.0343
C 2.81706 1.32320 0.60211 0.0874 -0.0398 0.0557
N 1.65117 1.49986 -0.01811 -0.1639 -0.1079 0.1714
C 1.77492 2.72619 -0.60451 -0.0477 0.1101 0.0544
N 2.92746 3.28680 -0.36332 -0.0132 -0.0652 -0.0385
C 5.92544 0.35914 0.39908 -0.0032 0.0099 -0.0085
H 0.53159 -4.64287 3.06062 -0.0088 0.0179 -0.0026
H 1.63434 -3.86293 4.19265 -0.0104 0.0280 -0.0034
H 0.98434 -3.01664 0.49001 -0.0421 -0.0083 0.0088
H 0.80382 0.40470 2.89806 -0.0445 -0.0093 0.0079
H 1.87676 -6.67937 2.80928 0.0013 -0.0016 -0.0025
H 3.81657 -7.77430 1.75935 -0.0011 -0.0009 -0.0021
H 5.62294 -6.40886 0.74079 -0.0016 -0.0043 0.0015
H 3.59569 -2.85141 1.94078 0.0042 0.0001 0.0018
H 8.31268 -0.69261 -1.75559 0.0017 0.0013 0.0008
H 8.40092 1.74660 -2.19618 0.0013 -0.0006 0.0015
H 6.85521 3.27544 -1.03335 0.0046 -0.0001 0.0006
H 5.15822 3.67288 0.62135 -0.0148 0.0051 0.0092
H 4.99968 2.48379 1.91871 -0.0230 -0.0157 -0.0019
H 3.10798 0.45517 1.16609 0.0089 0.0086 0.0073
H 1.00493 3.19310 -1.19074 0.0070 0.0046 -0.0020
H 5.27283 -0.04322 1.16420 0.0088 -0.0031 0.0074
```
Positions in Å, forces in eV/Å.

Computed properties:
Largest force on an atom   2.58 eV Å⁻¹
HOMO-LUMO gap (spin up / spin down)   4.54 / 4.59 eV
Charge   +2
Highest occupied orbital energy (spin up / spin down)   -0.47394 / -0.47394 Eh
Molar mass   741.54 g mol⁻¹
Total energy   -2319.8534 a.u.

Results of the Mulliken charge analysis, in e, for atoms 1 through 4: 0.73 -1.90 0.73 -0.09

Record 5
Formula: C11H15HgNP
Source: the Open Molecules 2025 dataset
Level of theory: the ωB97M-V functional and the def2-TZVPD basis

```
29
Properties=species:S:1:pos:R:3:forces:R:3
C 1.60578 0.16023 -3.13082 -2.5939 -1.0332 -1.8895
C 0.51536 0.35270 -4.22658 0.1868 0.1053 -1.0435
C -0.51835 -0.62887 -4.10346 -0.6247 -1.7522 -1.7972
C -0.06125 -1.59160 -3.19048 0.5655 -0.2911 1.6649
C 1.10118 -1.01899 -2.27759 -1.8375 -0.4549 -5.3783
Hg -0.36854 0.71901 -2.02354 -3.4749 0.6608 1.1495
P -0.22511 2.84348 -0.95203 -0.1777 0.8779 0.3898
H 2.31864 1.00683 -3.03214 -0.3046 -1.1961 0.4810
H 0.28140 1.02964 -5.15892 1.5514 -0.5899 2.3666
H -1.65090 -0.73698 -4.70417 3.9822 0.4709 1.6193
H 1.29876 -1.57771 -1.37107 0.9283 0.5119 -0.2172
H -0.64095 -2.55631 -3.12100 0.9001 1.1176 0.7676
H -1.31657 3.28338 0.01951 1.1688 0.5676 -0.4972
H 0.00622 3.78216 -2.05960 -0.2431 0.0570 1.2118
H 1.10800 2.70878 -0.37937 -0.2222 1.0697 0.3211
C -0.54664 -1.05337 4.72421 -0.0105 -0.0848 0.1816
C -0.31107 -0.70553 3.28105 -0.2015 -0.6542 0.7960
C 0.63073 0.26441 2.98560 0.7100 0.7679 0.2087
C 0.73679 0.68385 1.66661 -1.0386 -0.9349 -0.1043
N -0.01668 0.11798 0.69841 1.1513 0.0204 0.7377
C -0.79647 -0.93143 0.97875 -0.0650 0.4412 -0.8074
C -1.01481 -1.35809 2.26717 -0.3145 -0.4728 0.7979
H 0.37615 -1.38235 5.21220 -0.0744 -0.0139 -0.0629
H -0.89565 -0.17097 5.27055 -0.0331 -0.1273 -0.0425
H -1.29215 -1.84408 4.81800 0.0297 0.0418 0.0792
H 1.28187 0.73134 3.78029 -0.9332 -0.5548 -0.8532
H 1.41957 1.49483 1.41857 -0.1898 -0.1188 -0.3150
H -1.28898 -1.43059 0.11943 0.3040 0.5843 0.4315
H -1.73633 -2.19175 2.49042 0.8612 0.9847 -0.1959
```
Positions in Å, forces in eV/Å.

Computed properties:
Largest force on an atom   5.70 eV Å⁻¹
HOMO-LUMO gap   3.10 eV
Energy relative to the best compared isomer or geometry (same formula, charge and spin)   274.7 kJ/mol
Charge   -1
Highest occupied orbital energy   -0.00960 Eh
Molar mass   392.81 g mol⁻¹
Total energy   -977.3745 a.u.

Results of the Mulliken charge analysis, in e, for atoms 1 through 4: -1.02 -0.52 -0.56 -0.15